No. 1
32
Properties=species:S:1:pos:R:3:lowdin_charge:R:1 method="wB97M-V/def2-TZVPD" homo_ev=-3.5 lumo_energy_ha=0.118 homo_lumo_gap_ev=6.7 total_charge=-1 total_energy_ha=-805.3394
C 1.08028 1.26746 1.90250 -0.02
O -2.63762 -0.64453 0.65974 0.07
H -0.28196 2.11488 -1.20017 0.11
C 2.24828 0.73684 2.46159 -0.10
C 3.33996 0.40429 1.63920 -0.12
H 4.12768 0.44498 -0.38314 0.09
O -0.67786 -1.52374 -0.05143 -0.05
O -3.67351 1.03781 -1.34469 0.03
C -2.55380 0.97535 -1.83988 -0.50
H 1.18442 -3.08150 0.91172 0.07
H 0.24736 1.55425 2.54966 0.12
C -0.33935 1.85333 -0.10367 -0.35
C 2.11005 1.18475 -0.29164 -0.05
H 2.06776 1.42425 -1.35322 0.11
C -1.40209 0.38120 -1.17517 -0.09
H -1.40421 1.12924 -3.67269 0.06
C 3.27308 0.65011 0.26455 -0.11
C -0.93686 -2.53074 0.95067 -0.25
H -3.13261 1.54449 -3.82692 0.07
C 0.18353 -3.54218 0.88725 -0.09
C -2.25454 1.60359 -3.17936 -0.04
H 2.32747 0.58272 3.54238 0.09
O -1.18982 2.31533 0.66981 -0.05
C -1.69305 -0.59965 -0.11009 -0.50
H -2.01733 2.66386 -3.04149 0.08
H -0.97710 -2.06378 1.94627 0.12
H 4.25312 -0.02463 2.05521 0.09
H 0.06001 -4.21676 1.74726 0.07
H -0.54314 0.09922 -1.78322 0.11
H -1.89984 -3.00472 0.71180 0.12
H 0.13418 -4.13083 -0.04166 0.07
C 0.97747 1.39511 0.49879 -0.16

No. 2
13
Properties=species:S:1:pos:R:3:lowdin_charge:R:1 method="wB97M-V/def2-TZVPD" homo_ev=-9.7 lumo_energy_ha=0.042 homo_lumo_gap_ev=10.8 de_lowest_ev=4.093 total_charge=0 total_energy_ha=-232.2952
H 1.11516 -1.41947 0.80112 0.14
H 0.37096 0.51630 2.35867 0.09
H -0.51658 -0.46325 -2.29052 0.06
H 2.21815 0.16283 2.17047 0.16
C 1.14036 0.62828 1.48239 -0.13
C -1.01122 -0.46285 -1.42412 -0.11
H 1.66411 -0.16335 -0.39697 0.07
C 1.02104 -0.36494 0.35649 -0.25
H -2.24300 -0.56852 -1.60517 0.17
H 1.08621 1.70811 1.18742 0.07
H -1.01656 -0.49135 0.80890 0.13
C -0.41138 -0.52204 -0.08043 -0.33
O -0.88891 0.63100 -0.62999 -0.07

No. 3
15
Properties=species:S:1:pos:R:3:lowdin_charge:R:1 method="wB97M-V/def2-TZVPD" homo_ev=-9.4 smiles="O=C1NCCCN1" lumo_energy_ha=0.031 homo_lumo_gap_ev=10.2 de_lowest_ev=0.075 total_charge=0 total_energy_ha=-342.0009
C 0.70496 1.03000 -0.17987 -0.18
C 1.20686 -0.34997 -0.58089 -0.20
H 1.17752 -0.44575 -1.67461 0.11
H 0.80279 -2.28617 0.20617 0.14
H 0.96526 1.24051 0.86365 0.12
H -1.23233 2.01155 -0.05343 0.12
H 1.16996 1.79912 -0.80550 0.11
O -1.21536 -2.04602 1.51371 0.03
N -1.34543 0.04050 0.60016 0.06
N 0.38815 -1.38474 0.03429 0.07
C -0.81300 1.03492 -0.30800 -0.19
H -1.09763 0.81144 -1.34937 0.12
H -2.14771 0.22030 1.18090 0.14
C -0.75766 -1.18569 0.77502 -0.58
H 2.24805 -0.47893 -0.26951 0.12